Record 1
Entry from OMol25: 3 unconnected molecules or ions with the total composition C12H25BFN4O8S at a distorted geometry (wB97M-V/def2-TZVPD).

Properties
- Calculated total energy: -49398.1149 eV
- HOMO-LUMO gap: 0.281 Ha
- Charge: +1

```
52
Properties=species:S:1:pos:R:3:nbo_charge:R:1
C 5.43002 -1.75255 1.48961 -0.63
C 4.71144 -0.25689 1.28076 -0.42
C 3.48192 -0.45588 0.21053 -0.43
C 3.72560 0.28934 -1.23396 -0.42
C 3.44013 -0.64483 -2.55029 -0.43
C 1.86548 -1.01605 -2.81409 -0.26
N 0.90064 -0.51616 -1.76194 -0.33
C 0.37351 0.86025 -1.42249 0.31
N -0.57687 0.82331 -0.24289 -0.68
B -1.18931 2.11115 0.29634 1.36
O -2.10759 1.94421 1.47801 -0.91
O -0.87637 3.46355 -0.26567 -0.74
C 0.48624 3.89246 0.14626 -0.28
C -0.75162 -0.60422 0.23262 0.08
C 0.22305 -1.45777 -0.77237 -0.12
S 0.35713 -3.31743 -0.54137 2.09
O 0.13031 -3.60810 0.98550 -0.76
O 1.80519 -3.86539 -0.84215 -0.76
F -0.85216 -4.17638 -1.46752 -0.43
H 5.53144 -2.23218 0.41606 0.20
H 6.45359 -1.68999 2.05779 0.24
H 4.61610 -2.38477 2.09197 0.22
H 4.22871 -0.01239 2.34402 0.21
H 5.47736 0.58425 1.00589 0.22
H 3.27262 -1.60583 -0.01503 0.22
H 2.49742 -0.00865 0.68407 0.19
H 3.16123 1.31589 -1.35458 0.19
H 4.88714 0.56323 -1.26822 0.25
H 4.13452 -1.59392 -2.53258 0.26
H 3.79280 -0.00405 -3.49379 0.24
H 1.50006 -0.56725 -3.85400 0.26
H 1.75261 -2.19840 -2.88867 0.28
H 0.79310 1.74456 -2.06560 0.31
H -1.46053 1.71476 2.22401 0.51
H 1.03627 3.00990 0.68261 0.17
H 0.49184 4.85168 0.82622 0.24
H 1.13167 4.14628 -0.82127 0.20
H -1.42464 -0.97849 1.12041 0.35
C -5.38581 0.10258 2.76447 -0.48
N -4.52172 -0.38025 3.87524 0.52
O -3.29956 -0.36806 3.68797 -0.42
O -5.09483 -0.75781 4.90384 -0.34
H -4.75122 0.40136 1.92748 0.23
H -6.04242 -0.72078 2.47597 0.25
H -5.95760 0.95455 3.13815 0.24
C -4.76634 0.85831 -1.65439 -0.49
N -6.07914 0.33577 -1.18846 0.52
O -6.95114 0.15079 -2.04538 -0.33
O -6.19712 0.12600 0.02442 -0.40
H -4.80477 0.99536 -2.73711 0.24
H -4.59361 1.81165 -1.15082 0.24
H -4.00484 0.12326 -1.38557 0.22
```

Record 2
Entry from OMol25: a molecular structure, C12H25BeBr4Cl3FN3O4PSi at a distorted geometry (wB97M-V/def2-TZVPD).

Properties
- Calculated total energy: -363514.0741 eV
- HOMO-LUMO gap: 0.050 Ha
- Charge: +1

```
55
Properties=species:S:1:pos:R:3:nbo_charge:R:1
C -1.42962 -3.18292 1.55630 -0.66
C -1.17203 -2.22475 0.38945 0.20
F 0.07131 -2.58036 -0.12714 -0.36
C -1.13006 -0.73542 0.83709 -0.35
O 0.05724 -0.15406 0.28463 -0.51
C 0.72245 0.69508 1.08615 0.51
O 0.27720 1.21474 2.07740 -0.55
P 2.45561 1.09190 0.47589 1.22
N 3.11184 2.22112 1.32860 -1.27
Si -2.60336 0.26233 0.10258 1.60
C -1.95325 1.05632 -1.47424 -1.12
C -4.09204 -0.83324 -0.30738 -1.11
C -3.16060 1.64323 1.23339 -1.12
H -1.59675 -2.69640 2.50673 0.24
H -0.50701 -3.80407 1.65250 0.15
H -2.24629 -3.85474 1.30412 0.23
H -1.87177 -2.39396 -0.41775 0.18
H -1.12787 -0.72221 1.91866 0.22
H 2.22277 1.44548 -0.86640 -0.06
H 3.14512 -0.13136 0.45119 -0.04
H 3.97843 1.86471 1.71595 0.38
H -1.50070 1.99909 -1.18892 0.25
H -2.74580 1.21666 -2.19393 0.22
H -1.17319 0.47130 -1.94666 0.25
H -5.02518 -0.38397 -0.00573 0.24
H -4.02047 -1.84082 0.08324 0.23
H -4.13368 -0.94146 -1.38714 0.24
H -3.72427 2.37990 0.67614 0.23
H -3.84069 1.26642 1.99006 0.24
H -2.33678 2.15142 1.71847 0.26
C 5.42186 -2.26270 -1.04407 -0.48
N 5.35467 -0.88705 -1.61111 0.54
O 5.26930 -0.75324 -2.80673 -0.36
O 5.38024 0.02522 -0.80594 -0.41
H 5.37684 -2.97503 -1.85845 0.23
H 6.35325 -2.34749 -0.49919 0.25
H 4.57619 -2.37211 -0.38192 0.23
C 1.24251 4.52885 -1.65186 -0.50
Br 1.71111 6.37871 -1.84639 0.12
Br 0.31143 4.20265 -0.00024 0.10
Br 0.23700 3.88002 -3.16351 0.07
H 2.16330 3.96525 -1.61380 0.23
Be -0.67847 -5.35852 2.33741 0.31
C -5.76108 3.21211 -2.39951 -0.29
Cl -5.83742 2.30132 -3.97535 0.27
Cl -5.96840 2.11514 -1.05434 0.10
Cl -4.24768 4.05917 -2.35451 0.15
H -6.57557 3.92696 -2.41307 0.27
C 4.40218 -2.41715 3.37688 -0.72
C 4.93772 -3.23504 2.29864 0.30
N 5.35799 -3.87501 1.44924 -0.35
H 4.03853 -3.05633 4.17830 0.26
H 5.18169 -1.76688 3.76708 0.27
H 3.58255 -1.80429 3.00582 0.25
Br -6.48029 0.01549 -4.40667 0.22
```

Record 3
Entry from OMol25: 3 unconnected molecules or ions with the total composition C12H25BrNO6 at a distorted geometry (wB97M-V/def2-TZVPD).

Properties
- Calculated total energy: -96661.5351 eV
- HOMO-LUMO gap: 0.170 Ha
- Charge: -1

```
45
Properties=species:S:1:pos:R:3:nbo_charge:R:1
C 1.57062 1.81355 -1.86364 -0.63
C 1.31426 3.16746 -2.75136 -0.43
C -0.22422 3.78332 -2.61077 -0.05
Br -0.09905 5.81899 -2.67220 -0.22
N -0.88477 3.46364 -1.28804 -0.79
C -2.21399 2.76292 -1.45999 0.05
O -3.14510 3.41192 -2.39837 -0.30
O -3.86530 2.46448 -2.96141 -0.47
H 1.13042 1.83775 -0.77747 0.26
H 2.74501 1.64332 -1.72998 0.19
H 1.19528 0.87466 -2.47875 0.18
H 2.13263 4.01169 -2.57709 0.21
H 1.44852 2.84712 -3.89306 0.17
H -0.80758 3.42151 -3.55907 0.16
H -2.74692 2.80075 -0.39240 0.14
H -2.05657 1.60062 -1.67136 0.11
H -3.46481 2.19636 -3.85220 0.43
O 3.20977 2.21728 1.36571 -0.56
C 2.78708 1.33126 2.10374 0.79
O 1.54030 0.83669 1.93373 -0.50
C 1.01350 -0.31266 2.62384 -0.06
C 0.46950 0.07625 3.98479 -0.64
C 3.61047 0.84244 3.26013 -0.74
H 1.75819 -1.11253 2.67888 0.17
H 0.19421 -0.69624 2.00617 0.20
H 1.24936 0.48101 4.63096 0.20
H 0.02233 -0.78898 4.48313 0.21
H -0.29183 0.85685 3.88275 0.23
H 3.50010 1.53484 4.09768 0.24
H 4.65995 0.81392 2.94927 0.24
H 3.36284 -0.16596 3.58393 0.21
O 1.09542 -4.50743 -1.51832 -0.58
C -0.04652 -4.23750 -1.15569 0.80
O -0.29423 -3.10152 -0.46565 -0.50
C -1.60881 -2.60636 -0.14712 -0.07
C -2.14380 -3.26297 1.11066 -0.64
C -1.17209 -5.20210 -1.39403 -0.74
H -2.28550 -2.71290 -1.00042 0.18
H -1.50057 -1.53049 0.02799 0.22
H -2.25238 -4.34134 0.98855 0.20
H -3.11889 -2.84563 1.37888 0.22
H -1.45229 -3.10843 1.94571 0.21
H -1.15383 -5.97343 -0.62086 0.24
H -1.02618 -5.66780 -2.37417 0.25
H -2.15456 -4.73632 -1.42310 0.22
```

Record 4
Entry from OMol25: a molecular structure, C12H25ClI2NP2Zr at a distorted geometry (wB97M-V/def2-TZVPD).

Properties
- Calculated total energy: -62894.8831 eV
- HOMO-LUMO gap: 0.122 Ha
- Charge: +3

```
44
Properties=species:S:1:pos:R:3:nbo_charge:R:1
I 0.00650 -0.63509 -6.28416 -0.01
I 0.00618 2.06108 -6.63202 0.04
Zr -0.00984 0.56227 -0.44546 1.95
P -2.51253 1.21470 -0.67554 0.70
C -3.46058 1.11963 -2.23757 -0.90
C -3.49865 0.05938 0.33921 -0.91
H -4.50885 0.49851 0.42187 0.30
H -4.26406 2.67386 0.13670 0.29
H -3.07021 -0.05610 1.33722 0.27
H -2.71286 3.00197 0.97221 0.27
H -3.24305 0.16991 -2.73988 0.26
H -3.57456 -0.92096 -0.14534 0.26
C -3.17527 2.78219 0.00112 -0.89
H -4.53313 1.16951 -1.99820 0.29
H -2.98161 3.60448 -0.70030 0.28
H -3.18917 1.95755 -2.88858 0.28
P 2.50032 1.20124 -0.64963 0.70
C 3.46344 1.09961 -2.20190 -0.90
C 3.17225 2.76157 0.03394 -0.89
H 3.00623 -0.09925 1.35933 0.27
H 4.46719 0.47433 0.49681 0.30
H 3.55596 -0.93828 -0.12329 0.26
C 3.46187 0.03385 0.37569 -0.91
H 2.70387 2.98474 1.00122 0.27
H 4.25876 2.64259 0.17866 0.29
H 4.53381 1.14634 -1.95212 0.29
H 3.20278 1.93708 -2.85794 0.28
H 2.99312 3.58710 -0.66757 0.28
H 3.24757 0.14982 -2.70478 0.26
Cl -0.01957 1.06482 1.82931 -0.24
N -0.01996 -1.68470 -0.17036 -0.94
C -0.00819 -2.36769 1.13773 0.16
C 1.21853 -2.65085 1.71189 -0.28
C 1.23966 -3.06596 3.05811 -0.15
C 0.04373 -3.22674 3.75854 -0.16
C -1.17682 -2.96706 3.13299 -0.15
C -1.21204 -2.55413 1.79323 -0.28
H 0.77782 -1.97440 -0.74157 0.43
H -0.83876 -1.96265 -0.71568 0.43
H 2.14797 -2.54720 1.13322 0.22
H 2.19093 -3.27694 3.56048 0.26
H 0.06706 -3.56157 4.78798 0.26
H -2.09886 -3.09896 3.69840 0.26
H -2.15699 -2.36960 1.27605 0.22
```

Record 5
Entry from OMol25: a molecular structure, C12H25FN2O8Pt at a distorted geometry (wB97M-V/def2-TZVPD).

Properties
- Calculated total energy: -38163.6729 eV
- Multiplicity: 3
- HOMO-LUMO gap (alpha / beta): 0.100 / 0.207 Ha
- Charge: -2

```
49
Properties=species:S:1:pos:R:3:nbo_charge:R:1
Pt -0.75227 -2.94831 -0.49594 1.45
C -2.14958 1.59705 2.42969 -0.68
C -1.03864 2.43753 1.75386 -0.26
N 0.05993 1.65455 0.88896 -0.23
C 0.97451 2.70943 0.10311 -0.81
C 0.96150 0.85607 1.88807 -0.21
C 2.05445 1.68028 2.61466 -0.95
C -0.61068 0.71449 -0.13917 -0.27
C -1.77460 1.46533 -1.02244 -0.09
O -1.48245 2.76619 -1.47472 -0.57
C -2.33148 3.21442 -2.47010 -0.24
H -3.14971 2.02928 2.46165 0.23
H -1.86376 1.40089 3.46310 0.21
H -2.26939 0.55991 2.11652 0.27
H -0.49975 3.03020 2.49307 0.21
H -1.35974 3.15049 0.99446 0.22
H 0.63959 2.99597 -0.89380 0.25
H 1.96521 2.31736 -0.12690 0.21
H 1.31280 3.53738 0.72613 0.20
H 1.30903 0.11198 1.17138 0.23
H 0.19666 0.51409 2.58532 0.21
H 1.63381 2.20292 3.47372 0.20
H 2.67167 2.29401 1.95855 0.20
H 2.73090 0.93682 3.03631 0.23
H -1.19802 -0.10308 0.27883 0.31
H 0.14752 0.41901 -0.86437 0.23
H -2.60539 1.53491 -0.32026 0.15
H -2.07058 0.72122 -1.76190 0.24
H -3.28804 3.47787 -2.01878 0.15
H -2.44272 2.53294 -3.31349 0.18
H -1.96578 4.18148 -2.81529 0.18
F -1.44178 -2.09350 1.34243 -0.83
C -1.22452 -5.25451 -1.60904 0.88
O -2.08245 -4.70534 -0.94266 -0.72
O -1.33560 -5.38803 -2.83071 -0.73
O -0.07186 -5.11660 -1.21431 -0.76
C -1.09989 -1.79479 -2.85786 0.87
O 0.01010 -2.05806 -2.40807 -0.78
O -1.42724 -2.30197 -3.92869 -0.67
O -1.95429 -1.82844 -1.95149 -0.71
O 1.22895 -2.66473 0.43633 -0.64
C 2.34230 -2.58102 -0.06031 0.71
N 2.70085 -1.78733 -1.06500 -0.85
C 3.53859 -3.20556 0.63939 -0.72
H 2.00110 -1.59875 -1.76848 0.46
H 3.60245 -1.36325 -0.89952 0.39
H 3.33937 -3.27906 1.70851 0.23
H 4.50502 -2.74580 0.43269 0.20
H 3.56390 -4.22588 0.25675 0.24
```